Version a
The following is a DFT calculation (ωB97M-V/def2-TZVPD) of one molecule with the formula C3H2N2O2.

Output
Gap between HOMO and LUMO, eV: 9.579
SMILES: O=CC(=O)N1C=N1

Each line ends with the natural charge from an NBO analysis.
Geometry (Å):
O -2.39 0.32 -0.93  -0.450
C -1.70 0.25 0.06  0.341
C -0.39 -0.53 0.04  0.550
N 0.65 0.24 0.65  -0.405
C 1.83 0.35 -0.13  0.203
N 2.02 -0.62 0.60  -0.130
O -0.28 -1.64 -0.40  -0.477
H -1.98 0.73 1.01  0.137
H 2.26 0.99 -0.90  0.232

=====

Version b
The following is a DFT calculation (ωB97M-V/def2-TZVPD) of one molecule with the formula C3H2N2O2.

Output
Gap between HOMO and LUMO, eV: 7.917
SMILES: C=[N+]([O-])C(=O)C#N

Each line ends with the natural charge from an NBO analysis.
Geometry (Å):
C -1.04 1.27 0.10  0.118
C 1.37 -0.18 -0.21  -0.244
C -1.28 -0.14 -0.07  0.605
N -0.95 2.38 0.38  -0.168
N 0.27 -0.85 0.04  0.072
O -2.23 -0.83 -0.11  -0.363
O 0.22 -1.98 0.48  -0.452
H 2.42 -0.51 -0.01  0.235
H 1.22 0.84 -0.60  0.197

=====

The most stable arrangement is version a, and the next structure is 0.306 eV less stable.